No. 1
{
  "formula": "C22H25N3O2",
  "method": "ωB97M-V/def2-TZVPD",
  "symbols": ["C", "C", "O", "C", "O", "N", "H", "H", "H", "H", "C", "N", "C", "C", "C", "C", "C", "C", "C", "C", "C", "C", "C", "C", "N", "C", "C", "C", "C", "C", "C", "H", "H", "H", "H", "H", "H", "H", "H", "H", "H", "H", "H", "H", "H", "H", "H", "H", "H", "H", "H", "H"],
  "coordinates": [[-1.091, -1.059, 2.705], [-1.003, 0.454, 2.670], [0.390, 0.760, 2.745], [1.115, -0.432, 2.648], [2.334, -0.407, 2.691], [0.253, -1.489, 2.506], [-1.480, -1.382, 3.692], [-1.769, -1.453, 1.929], [-1.411, 0.832, 1.724], [-1.531, 0.916, 3.508], [-4.272, -6.455, 4.874], [-2.836, -6.348, 4.823], [-2.017, -6.651, 5.983], [-0.578, -6.307, 5.526], [-0.739, -5.767, 4.147], [-2.104, -5.882, 3.778], [-2.546, -5.521, 2.492], [-1.616, -5.033, 1.591], [-0.292, -4.674, 2.020], [0.600, -3.858, 1.283], [0.437, -3.288, -0.007], [1.615, -2.993, -0.767], [1.514, -2.441, -2.020], [0.235, -2.162, -2.564], [0.353, -1.636, -3.809], [-0.739, -1.176, -4.628], [1.738, -1.436, -4.197], [2.543, -2.048, -3.023], [-0.942, -2.404, -1.837], [-0.833, -2.913, -0.555], [0.142, -5.138, 3.305], [-4.691, -6.267, 3.881], [-4.568, -7.459, 5.207], [-4.704, -5.728, 5.581], [-2.322, -6.050, 6.851], [-2.115, -7.712, 6.256], [-0.119, -5.576, 6.200], [0.040, -7.213, 5.544], [-3.596, -5.648, 2.228], [-1.897, -4.904, 0.547], [1.572, -3.695, 1.751], [2.590, -3.218, -0.335], [-1.654, -1.712, -4.356], [-0.921, -0.096, -4.505], [-0.509, -1.363, -5.685], [1.952, -1.930, -5.155], [1.957, -0.364, -4.315], [3.253, -1.316, -2.625], [3.116, -2.913, -3.377], [-1.909, -2.180, -2.284], [-1.729, -3.000, 0.058], [1.169, -4.949, 3.617]],
  "nbo_charge": [-0.24, -0.08, -0.54, 0.83, -0.70, -0.73, 0.15, 0.15, 0.15, 0.17, -0.40, -0.40, -0.20, -0.43, -0.10, 0.35, -0.32, -0.09, -0.21, 0.13, -0.11, -0.11, -0.08, 0.25, -0.38, -0.40, -0.19, -0.43, -0.30, -0.13, -0.07, 0.21, 0.20, 0.20, 0.20, 0.19, 0.23, 0.23, 0.22, 0.22, 0.24, 0.22, 0.21, 0.20, 0.21, 0.19, 0.19, 0.24, 0.22, 0.22, 0.22, 0.23],
  "homo_energy_ev": -6.23,
  "homo_lumo_gap_ev": 5.090,
  "relative_energy_kj_mol": 434.2,
  "total_energy_ev": -31782.73204,
  "multiplicity": 1
}


No. 2
{
  "formula": "C22H25N3O3S",
  "method": "ωB97M-V/def2-TZVPD",
  "symbols": ["C", "C", "N", "O", "C", "C", "H", "C", "C", "C", "C", "C", "C", "H", "H", "C", "H", "H", "H", "S", "O", "O", "N", "C", "C", "C", "C", "C", "C", "H", "C", "N", "C", "H", "C", "H", "H", "C", "H", "H", "C", "H", "H", "H", "H", "H", "H", "H", "H", "H", "H", "H", "H", "H"],
  "coordinates": [[4.558, 6.183, -1.981], [3.869, 5.066, -2.670], [4.022, 4.837, -3.949], [3.269, 3.762, -4.271], [2.634, 3.314, -3.169], [2.983, 4.113, -2.109], [2.663, 4.045, -1.091], [1.763, 2.162, -3.274], [1.117, 1.648, -2.150], [0.290, 0.553, -2.271], [0.064, -0.079, -3.490], [0.714, 0.444, -4.606], [1.548, 1.540, -4.506], [2.042, 1.933, -5.382], [0.559, -0.018, -5.569], [-0.830, -1.267, -3.589], [-1.075, -1.482, -4.626], [-1.742, -1.092, -3.022], [-0.344, -2.140, -3.154], [-0.494, -0.029, -0.772], [-1.903, -0.187, -0.961], [-0.064, 0.782, 0.331], [0.221, -1.565, -0.649], [-0.032, -2.312, 0.517], [1.001, -2.971, 1.174], [0.722, -3.729, 2.297], [-0.568, -3.806, 2.788], [-1.605, -3.135, 2.148], [-1.331, -2.413, 0.996], [-2.119, -1.908, 0.464], [-3.003, -3.143, 2.719], [-3.354, -2.001, 3.550], [-3.449, -0.712, 2.881], [-4.285, -0.174, 3.344], [-2.132, 0.058, 3.129], [-2.344, 1.076, 3.453], [-1.529, 0.115, 2.224], [-1.420, -0.742, 4.228], [-0.549, -1.259, 3.826], [-1.092, -0.111, 5.053], [-2.481, -1.758, 4.685], [-3.095, -1.318, 5.479], [-2.051, -2.687, 5.058], [-3.670, -0.831, 1.822], [-3.139, -4.035, 3.340], [-3.733, -3.180, 1.907], [-0.771, -4.392, 3.673], [1.523, -4.253, 2.799], [2.012, -2.896, 0.801], [1.211, -1.480, -0.834], [1.238, 2.086, -1.173], [5.172, 6.727, -2.693], [5.186, 5.798, -1.180], [3.826, 6.860, -1.544]],
  "nbo_charge": [-0.64, 0.15, -0.13, -0.27, 0.31, -0.34, 0.23, -0.13, -0.09, -0.37, 0.05, -0.21, -0.13, 0.23, 0.22, -0.66, 0.22, 0.26, 0.24, 2.30, -0.93, -0.93, -0.86, 0.23, -0.27, -0.19, -0.23, 0.00, -0.29, 0.24, -0.23, -0.43, -0.23, 0.19, -0.43, 0.20, 0.23, -0.43, 0.21, 0.21, -0.23, 0.19, 0.20, 0.20, 0.20, 0.21, 0.21, 0.22, 0.21, 0.40, 0.24, 0.24, 0.23, 0.23],
  "homo_energy_ev": -8.12,
  "homo_lumo_gap_ev": 8.104,
  "relative_energy_kj_mol": 355.2,
  "smiles": "Cc1cc(-c2ccc(C)c(S(=O)(=O)Nc3cccc(CN4CCCC4)c3)c2)on1",
  "total_energy_ev": -44666.31408,
  "multiplicity": 1
}


No. 3
{
  "formula": "C22H25N3O4",
  "method": "ωB97M-V/def2-TZVPD",
  "symbols": ["C", "C", "H", "O", "C", "C", "C", "C", "C", "C", "N", "C", "O", "C", "N", "C", "C", "C", "C", "C", "C", "H", "H", "N", "C", "H", "C", "H", "O", "C", "C", "H", "H", "H", "H", "H", "H", "H", "H", "H", "C", "C", "O", "H", "H", "H", "H", "H", "H", "H", "H", "H", "H", "H"],
  "coordinates": [[-4.909, -1.146, 2.915], [-4.693, 0.210, 2.169], [-4.233, 1.028, 2.840], [-3.970, 0.037, 1.003], [-3.566, 0.998, 0.227], [-4.109, 2.382, 0.638], [-3.655, 3.389, -0.011], [-2.636, 3.317, -1.279], [-2.185, 2.041, -1.461], [-2.571, 0.922, -0.611], [-2.177, -0.151, -0.773], [-1.645, -0.985, 0.127], [-1.256, -0.853, 1.213], [-1.263, -2.408, -0.270], [0.017, -3.028, -0.129], [1.102, -2.250, 0.088], [1.323, -1.218, -0.739], [2.431, -0.390, -0.740], [3.702, -0.646, -0.181], [3.454, -1.894, 0.733], [2.256, -2.649, 0.571], [2.130, -3.457, 1.402], [4.332, -2.214, 1.206], [4.766, -0.049, -0.002], [5.022, 1.186, -1.322], [4.565, 0.868, -2.020], [4.626, 2.161, -0.435], [4.894, 3.351, -1.115], [5.253, 2.519, 0.877], [5.161, 1.451, 1.739], [5.565, 0.258, 1.007], [5.343, -0.674, 1.650], [6.654, 0.222, 0.843], [5.701, 1.597, 2.530], [4.030, 1.370, 1.952], [3.577, 2.548, -0.183], [6.122, 1.065, -1.481], [2.485, 0.588, -1.142], [0.434, -0.631, -1.342], [-0.070, -3.537, 0.863], [-1.506, -2.469, -1.647], [-2.342, -0.950, -1.760], [-2.778, -0.613, -2.973], [-2.322, -3.299, -2.140], [-0.776, -2.407, -2.468], [-1.863, -3.213, 0.164], [-1.305, 1.713, -2.079], [-2.114, 3.969, -1.715], [-3.915, 4.605, -0.108], [-4.937, 2.733, 1.385], [-5.813, 0.637, 1.829], [-5.546, -1.034, 3.675], [-3.781, -1.441, 2.999], [-5.346, -1.939, 2.242]],
  "nbo_charge": [-0.62, -0.04, 0.19, -0.51, 0.41, -0.36, -0.15, -0.22, -0.13, -0.01, -0.49, 0.70, -0.53, -0.20, -0.54, 0.03, -0.18, -0.31, 0.23, -0.26, -0.19, 0.19, 0.19, -0.40, -0.21, 0.19, -0.12, 0.15, -0.52, -0.06, -0.24, 0.22, 0.21, 0.19, 0.15, 0.24, 0.22, 0.19, 0.18, 0.36, -0.41, 0.67, -0.63, 0.24, 0.26, 0.24, 0.21, 0.19, 0.23, 0.26, 0.16, 0.21, 0.23, 0.21],
  "homo_energy_ev": -7.05,
  "homo_lumo_gap_ev": 7.697,
  "relative_energy_kj_mol": 2122.9,
  "total_energy_ev": -35860.22545,
  "multiplicity": 1
}


No. 4
{
  "formula": "C22H25N3O8S",
  "method": "ωB97M-V/def2-TZVPD",
  "symbols": ["C", "H", "H", "H", "O", "C", "C", "C", "C", "C", "C", "H", "O", "C", "H", "H", "H", "H", "N", "C", "O", "C", "N", "C", "O", "C", "H", "O", "C", "C", "C", "C", "C", "C", "H", "S", "O", "O", "N", "C", "H", "C", "H", "O", "C", "H", "C", "H", "H", "H", "H", "H", "H", "H", "H", "H", "H", "H", "H"],
  "coordinates": [[-2.123, -3.761, 0.096], [-2.260, -4.813, -0.149], [-1.313, -3.350, -0.515], [-1.866, -3.667, 1.156], [-3.356, -3.142, -0.190], [-3.486, -1.810, 0.038], [-2.484, -1.001, 0.555], [-2.738, 0.355, 0.737], [-3.968, 0.898, 0.404], [-4.976, 0.079, -0.106], [-4.733, -1.272, -0.288], [-5.476, -1.946, -0.681], [-6.150, 0.702, -0.392], [-7.213, -0.071, -0.895], [-7.512, -0.850, -0.186], [-6.957, -0.532, -1.854], [-8.040, 0.623, -1.037], [-4.168, 1.949, 0.534], [-1.766, 1.233, 1.238], [-0.561, 0.950, 1.776], [-0.089, -0.152, 1.962], [0.226, 2.232, 2.096], [0.674, 2.849, 0.858], [-0.106, 3.825, 0.324], [-1.184, 4.130, 0.796], [0.497, 4.547, -0.867], [1.165, 5.335, -0.479], [1.203, 3.707, -1.753], [1.990, 2.766, -1.169], [3.012, 2.215, -1.933], [3.835, 1.241, -1.398], [3.622, 0.825, -0.099], [2.605, 1.350, 0.673], [1.770, 2.329, 0.149], [2.494, 0.971, 1.674], [4.693, -0.422, 0.633], [4.685, -0.214, 2.049], [5.935, -0.392, -0.080], [4.024, -1.909, 0.359], [2.844, -2.295, 1.098], [2.812, -1.700, 2.009], [1.579, -2.091, 0.262], [0.721, -2.529, 0.771], [1.681, -2.742, -0.989], [2.779, -2.254, -1.728], [2.781, -2.809, -2.668], [4.093, -2.470, -0.969], [4.934, -2.000, -1.478], [4.283, -3.545, -0.874], [2.638, -1.181, -1.937], [1.396, -1.019, 0.108], [2.941, -3.354, 1.361], [4.651, 0.819, -1.961], [3.140, 2.571, -2.943], [-0.299, 5.019, -1.445], [1.082, 1.997, 2.728], [-0.415, 2.955, 2.605], [-2.027, 2.214, 1.191], [-1.520, -1.394, 0.820]],
  "nbo_charge": [-0.26, 0.20, 0.19, 0.18, -0.51, 0.43, -0.36, 0.18, -0.32, 0.34, -0.40, 0.23, -0.49, -0.25, 0.18, 0.18, 0.20, 0.22, -0.61, 0.67, -0.62, -0.31, -0.43, 0.67, -0.62, -0.15, 0.20, -0.47, 0.28, -0.24, -0.18, -0.34, -0.23, 0.15, 0.26, 2.34, -0.94, -0.94, -0.68, -0.26, 0.24, -0.08, 0.20, -0.53, -0.09, 0.20, -0.26, 0.24, 0.21, 0.17, 0.17, 0.20, 0.24, 0.24, 0.23, 0.23, 0.25, 0.43, 0.24],
  "homo_energy_ev": -8.38,
  "homo_lumo_gap_ev": 8.836,
  "relative_energy_kj_mol": 0.0,
  "smiles": "COc1cc(NC(=O)CN2C(=O)COc3ccc(S(=O)(=O)N4CCOCC4)cc32)cc(OC)c1",
  "total_energy_ev": -54904.82219,
  "multiplicity": 1
}


Question: Number 1 is which compound?
Answer: C22H25N3O2